Here is a structure of composition C28H54AgBr6F2NO9S2 from the OMol25 dataset. Energies are from the ωB97M-V functional and the def2-TZVPD basis.

- multiplicity = 1
- net charge = 0
- electronic energy (a.u.) = -18418.24339
- maximum force (hartree/bohr) = 0.17912

Last column: Mulliken charge in e.
Element x y z (Å)
1 Ag 1.454 0.698 3.548  0.723
2 N 0.353 0.154 1.594  0.873
3 S 0.547 -0.410 0.192  0.130
4 O 1.415 0.326 -0.684  -0.308
5 O -0.533 -1.152 -0.411  -0.335
6 F 1.616 -1.572 0.554  -0.492
7 S -0.598 1.456 1.013  0.293
8 O -1.819 1.129 0.338  -0.131
9 O 0.098 2.660 0.725  -0.683
10 F -1.190 1.868 2.476  -0.421
11 Br -4.604 0.540 -4.464  -0.178
12 C -3.036 1.643 -4.091  -0.423
13 C -1.989 0.796 -3.368  -0.316
14 Br -0.331 1.813 -3.042  -0.133
15 H -3.317 2.468 -3.441  0.161
16 H -2.579 2.039 -4.993  0.456
17 H -1.707 0.000 -4.053  0.511
18 H -2.296 0.401 -2.406  -0.045
19 Br -2.780 -3.467 -3.167  -0.180
20 C -1.928 -3.993 -1.476  -0.231
21 C -2.699 -3.526 -0.263  -0.119
22 Br -1.993 -4.411 1.359  -0.140
23 H -0.922 -3.584 -1.448  -0.040
24 H -1.917 -5.078 -1.469  0.460
25 H -3.715 -3.909 -0.350  0.538
26 H -2.712 -2.468 -0.027  -0.281
27 Br 2.669 -1.251 -3.866  -0.169
28 C 1.846 -2.932 -3.278  -0.122
29 C 2.604 -4.140 -3.787  -0.313
30 Br 1.795 -5.827 -3.182  -0.191
31 H 0.843 -2.879 -3.697  0.479
32 H 1.802 -2.802 -2.202  -0.274
33 H 3.628 -4.075 -3.419  0.082
34 H 2.678 -4.164 -4.870  0.480
35 C -5.210 5.404 -0.713  -0.390
36 C -4.949 4.030 -0.747  -0.572
37 C -3.655 3.593 -0.969  0.124
38 C -2.620 4.490 -1.214  -0.223
39 C -2.924 5.853 -1.277  -0.597
40 C -4.199 6.312 -0.997  -0.461
41 H -6.208 5.773 -0.514  0.371
42 H -5.772 3.354 -0.559  0.397
43 H -3.403 2.538 -0.986  0.348
44 H -1.601 4.179 -1.398  0.314
45 H -2.096 6.524 -1.469  0.358
46 H -4.408 7.372 -0.935  0.367
47 C 4.569 -2.634 -0.644  0.444
48 C 3.940 -3.836 -0.294  -0.141
49 C 4.330 -5.070 -0.793  -0.869
50 C 5.477 -5.072 -1.606  -0.489
51 C 6.125 -3.898 -1.958  -0.636
52 C 5.689 -2.683 -1.454  -0.200
53 H 4.157 -1.693 -0.312  0.096
54 H 3.067 -3.779 0.349  0.218
55 H 3.762 -5.956 -0.556  0.523
56 H 5.780 -6.074 -1.889  0.330
57 H 6.972 -3.977 -2.628  0.394
58 H 6.093 -1.743 -1.809  0.257
59 C 4.214 -0.532 2.831  -1.136
60 C 3.513 -1.830 3.280  0.189
61 O 2.454 -1.428 4.154  -0.562
62 H 5.214 -0.731 2.456  0.401
63 H 4.195 0.139 3.693  0.517
64 H 3.662 -0.044 2.019  0.035
65 H 4.258 -2.405 3.830  0.374
66 H 3.094 -2.376 2.440  0.061
67 H 1.831 -2.147 4.321  0.298
68 C -5.174 0.139 0.628  -0.558
69 C -5.816 -1.198 0.849  -0.351
70 O -5.525 -1.676 2.174  -0.477
71 H -5.791 0.902 1.107  0.376
72 H -5.072 0.351 -0.439  0.238
73 H -4.164 0.211 1.031  -0.060
74 H -5.448 -1.941 0.130  0.166
75 H -6.895 -1.157 0.664  0.336
76 H -5.574 -2.630 2.061  0.311
77 C -0.415 5.489 2.620  -0.897
78 C 0.817 5.961 1.855  -0.207
79 O 1.587 4.853 1.409  -0.476
80 H -1.065 6.332 2.879  0.394
81 H -0.078 5.057 3.565  0.215
82 H -1.078 4.849 2.041  0.174
83 H 1.430 6.635 2.449  0.334
84 H 0.472 6.501 0.964  0.202
85 H 0.995 4.130 1.144  0.518
86 C -2.948 -2.175 4.480  -1.485
87 C -2.263 -1.448 3.340  0.806
88 O -0.855 -1.666 3.379  -0.449
89 H -4.025 -1.997 4.450  0.368
90 H -2.608 -1.922 5.482  0.392
91 H -2.882 -3.246 4.278  0.294
92 H -2.452 -0.369 3.297  0.182
93 H -2.610 -1.865 2.389  -0.420
94 H -0.481 -1.159 2.659  0.209
95 C 5.177 0.930 -0.931  -0.279
96 C 4.603 2.293 -1.176  -0.478
97 O 3.532 2.625 -0.291  -0.334
98 H 4.559 0.154 -1.390  -0.069
99 H 5.351 0.664 0.111  0.039
100 H 6.156 0.970 -1.423  0.395
101 H 4.255 2.386 -2.210  0.238
102 H 5.403 3.024 -1.033  0.357
103 H 2.848 1.987 -0.537  0.191